{
  "formula": "C5H8IN2",
  "method": "ωB97M-V with the def2-TZVPD basis set",
  "e_lumo_ev": -4.9794,
  "e_tot_ev": -16384.587,
  "total_charge": 1,
  "multiplicity": 1,
  "relative_energy_ev": 3.840,
  "e_homo_ev": -13.52,
  "smiles": "C/[N+](CI)=C1/[C@@H]2CN12",
  "elements": ["C", "N", "C", "I", "C", "C", "C", "N", "H", "H", "H", "H", "H", "H", "H", "H"],
  "xyz": [[0.267, -1.919, 0.870], [0.370, -0.709, -0.073], [1.536, -0.640, -0.882], [3.289, 0.535, 0.059], [-0.322, 0.323, 0.024], [-0.766, 1.485, -0.640], [-1.301, 2.187, 0.577], [-1.673, 0.795, 0.493], [0.301, -1.549, 1.886], [-0.673, -2.439, 0.582], [1.095, -2.587, 0.581], [1.886, -1.519, -1.204], [1.287, 0.122, -1.560], [-1.086, 1.594, -1.664], [-0.618, 2.381, 1.314], [-2.138, 2.879, 0.496]],
  "mulliken_charge": [-0.794, 0.061, -1.219, 0.167, 0.729, -0.254, -0.245, -0.367, 0.350, 0.352, 0.337, 0.587, 0.482, 0.296, 0.246, 0.271]
}

{
  "formula": "C5H8IN2O2",
  "method": "ωB97M-V with the def2-TZVPD basis set",
  "e_lumo_ev": -4.6106,
  "e_tot_ev": -20482.280,
  "total_charge": 1,
  "multiplicity": 1,
  "relative_energy_ev": 0.000,
  "e_homo_ev": -13.37,
  "smiles": "COC(=O)C1=[NH+]CCN1I",
  "elements": ["C", "O", "C", "O", "C", "N", "C", "C", "N", "I", "H", "H", "H", "H", "H", "H", "H", "H"],
  "xyz": [[-0.894, -0.190, -3.226], [-0.612, 0.155, -1.880], [0.376, -0.471, -1.301], [1.232, -1.235, -1.727], [0.253, -0.141, 0.208], [-0.795, 0.376, 0.768], [-0.548, 0.701, 2.169], [0.885, 0.192, 2.363], [1.182, -0.503, 1.178], [3.117, -1.252, 0.877], [-1.696, 0.470, -3.592], [-1.273, -1.176, -3.264], [-0.080, 0.095, -3.816], [-1.800, 0.378, 0.554], [-1.239, 0.172, 2.857], [-0.778, 1.722, 2.175], [1.538, 1.101, 2.486], [1.131, -0.394, 3.172]],
  "mulliken_charge": [-0.706, -0.296, 0.398, -0.498, 0.488, -0.113, -0.477, -0.496, -0.315, 0.361, 0.277, 0.348, 0.341, 0.330, 0.291, 0.331, 0.289, 0.445]
}

{
  "formula": "C5H8InLiO4",
  "method": "ωB97M-V with the def2-TZVPD basis set",
  "e_lumo_ev": [-3.8445, -5.7980],
  "e_tot_ev": -18874.568,
  "total_charge": 1,
  "multiplicity": 2,
  "relative_energy_ev": 0.000,
  "e_homo_ev": [-12.46, -13.64],
  "s2": 0.7532,
  "elements": ["C", "C", "O", "Li", "H", "H", "H", "H", "H", "O", "C", "C", "O", "O", "C", "In", "H", "H", "H"],
  "xyz": [[-0.109, 1.936, 3.254], [1.105, 1.167, 2.855], [0.960, -0.062, 2.617], [1.563, -0.834, 1.015], [0.166, 2.993, 3.393], [-0.887, 1.826, 2.489], [-0.513, 1.501, 4.180], [2.119, 1.398, 3.239], [1.980, 2.248, 1.414], [4.063, 3.043, 1.097], [3.571, -0.168, 0.684], [2.857, 2.789, 0.570], [4.510, -0.324, 1.474], [3.920, 0.819, -0.266], [2.925, 1.789, -0.585], [5.387, 1.608, 1.050], [2.313, 3.697, 0.243], [3.242, 2.279, -1.514], [1.938, 1.310, -0.710]],
  "mulliken_charge": [-0.948, 0.315, -0.700, 0.929, 0.320, 0.285, 0.360, 0.433, -0.507, -0.677, -0.132, 0.518, -0.448, -0.291, -0.375, 0.915, 0.438, 0.281, 0.284]
}

{
  "formula": "C5H8KLiO4",
  "method": "ωB97M-V with the def2-TZVPD basis set",
  "e_lumo_ev": -0.2269,
  "e_tot_ev": -30033.014,
  "total_charge": 0,
  "multiplicity": 1,
  "relative_energy_ev": 0.946,
  "e_homo_ev": -6.92,
  "elements": ["C", "C", "O", "Li", "H", "H", "H", "H", "H", "O", "C", "C", "O", "O", "C", "K", "H", "H", "H"],
  "xyz": [[-2.017, -0.384, 2.675], [-0.816, -0.215, 1.803], [0.083, 0.602, 2.126], [1.563, 1.328, 1.241], [-1.974, -1.375, 3.153], [-2.076, 0.395, 3.443], [-2.925, -0.385, 2.049], [-0.417, -1.198, 1.460], [-0.629, 0.035, -0.382], [-0.751, -0.063, -2.665], [1.988, 1.595, -0.996], [-0.282, -0.519, -1.507], [2.167, 2.630, -1.640], [1.895, 0.491, -1.863], [1.233, -0.675, -1.394], [0.591, 1.645, -3.917], [-0.714, -1.513, -1.225], [1.571, -1.515, -2.019], [1.510, -0.878, -0.340]],
  "mulliken_charge": [-1.009, 0.474, -0.683, 0.918, 0.275, 0.302, 0.313, 0.291, -0.310, -0.853, -0.320, 0.069, -0.560, -0.296, -0.229, 0.932, 0.223, 0.294, 0.168]
}

{
  "formula": "C5H8LiMgO4",
  "method": "ωB97M-V with the def2-TZVPD basis set",
  "e_lumo_ev": [-0.5087, -0.5389],
  "e_tot_ev": -19153.804,
  "total_charge": 0,
  "multiplicity": 2,
  "relative_energy_ev": 0.000,
  "e_homo_ev": [-4.64, -8.45],
  "s2": 0.7505,
  "elements": ["C", "C", "O", "Li", "H", "H", "H", "H", "H", "O", "C", "C", "O", "O", "C", "Mg", "H", "H", "H"],
  "xyz": [[-3.056, -0.081, 0.832], [-1.831, -0.755, 0.340], [-1.807, -1.398, -0.708], [-0.181, -1.887, -1.591], [-2.772, 0.894, 1.257], [-3.793, 0.045, 0.032], [-3.490, -0.682, 1.646], [-0.961, -0.832, 1.024], [0.006, 0.987, -0.334], [1.486, 1.420, 1.094], [1.476, -1.502, -0.314], [1.048, 1.462, -0.206], [1.567, -1.978, 0.826], [2.428, -0.479, -0.457], [2.006, 0.705, -1.139], [2.492, -0.146, 1.718], [0.938, 2.496, -0.591], [2.918, 1.280, -1.333], [1.526, 0.449, -2.097]],
  "mulliken_charge": [-1.074, 0.481, -0.668, 0.893, 0.316, 0.316, 0.306, 0.366, -0.156, -0.773, -0.063, 0.064, -0.538, -0.247, -0.378, 0.291, 0.364, 0.274, 0.226]
}

{
  "formula": "C5H8LiO4Sm",
  "method": "ωB97M-V with the def2-TZVPD basis set",
  "e_lumo_ev": [-1.8339, -1.8969],
  "e_tot_ev": -31608.389,
  "total_charge": 0,
  "multiplicity": 8,
  "relative_energy_ev": 2.566,
  "e_homo_ev": [-4.19, -5.85],
  "s2": 15.7684,
  "elements": ["C", "C", "O", "Li", "H", "H", "H", "H", "H", "O", "C", "C", "O", "O", "C", "Sm", "H", "H", "H"],
  "xyz": [[-3.046, 0.084, -0.843], [-1.780, 0.438, -0.098], [-1.042, 1.393, -0.615], [0.241, 2.403, 0.190], [-3.550, -0.770, -0.363], [-3.747, 0.931, -0.867], [-2.794, -0.195, -1.878], [-0.714, -0.591, -0.107], [-2.020, 0.650, 0.970], [1.956, -1.674, -0.747], [2.184, 1.451, 0.080], [0.975, -1.426, 0.040], [3.103, 1.514, -0.741], [2.403, 0.288, 0.885], [1.274, -0.504, 1.205], [4.342, -0.748, -0.888], [0.355, -2.294, 0.333], [1.482, -1.086, 2.113], [0.377, 0.138, 1.330]],
  "mulliken_charge": [-1.226, 0.269, -0.870, 0.942, 0.340, 0.293, 0.293, -0.074, 0.145, -0.753, -0.166, -0.215, -0.615, -0.265, -0.224, 1.322, 0.424, 0.272, 0.107]
}

{
  "formula": "C5H8N",
  "method": "ωB97M-V with the def2-TZVPD basis set",
  "e_lumo_ev": -3.8541,
  "e_tot_ev": -6793.770,
  "total_charge": 1,
  "multiplicity": 1,
  "relative_energy_ev": 4.318,
  "e_homo_ev": -13.90,
  "smiles": "C#CC(=C)C[NH3+]",
  "elements": ["C", "C", "C", "C", "C", "N", "H", "H", "H", "H", "H", "H", "H", "H"],
  "xyz": [[0.028, 0.216, 2.600], [-0.163, 0.124, 1.407], [-0.840, -0.097, 0.033], [-1.958, -0.674, -0.566], [0.256, 0.586, -0.895], [1.571, 0.016, -0.541], [0.464, 0.207, 3.539], [-2.651, -0.974, 0.158], [-2.193, -0.935, -1.536], [0.026, 0.518, -1.970], [0.028, 1.642, -0.563], [1.484, -0.205, 0.408], [1.596, -0.925, -1.062], [2.352, 0.501, -1.011]],
  "mulliken_charge": [0.050, -0.790, 0.653, -0.910, -0.664, -0.189, 0.476, 0.291, 0.364, 0.415, 0.322, 0.201, 0.407, 0.373]
}

{
  "formula": "C5H8N",
  "method": "ωB97M-V with the def2-TZVPD basis set",
  "e_lumo_ev": [-5.7530, -4.8139],
  "e_tot_ev": -6791.852,
  "total_charge": 1,
  "multiplicity": 1,
  "relative_energy_ev": 6.236,
  "e_homo_ev": [-13.25, -14.94],
  "elements": ["C", "C", "C", "C", "C", "N", "H", "H", "H", "H", "H", "H", "H", "H"],
  "xyz": [[0.011, -1.136, -0.556], [-0.736, 0.422, 0.768], [0.487, 0.175, -1.177], [-0.564, 1.096, -0.583], [1.629, 0.117, 0.130], [0.387, -0.537, 0.741], [-0.968, -1.484, -0.678], [0.615, -2.029, -0.854], [-0.683, 1.150, 1.554], [-1.572, -0.181, 0.727], [0.740, 0.192, -2.194], [-0.861, 2.003, -0.892], [2.042, 0.869, 0.696], [0.409, -1.066, 1.587]],
  "mulliken_charge": [-0.570, -0.535, 0.003, -0.556, -0.396, -0.058, 0.309, 0.302, 0.383, 0.406, 0.544, 0.501, 0.374, 0.292]
}

{
  "formula": "C5H8N",
  "method": "ωB97M-V with the def2-TZVPD basis set",
  "e_lumo_ev": -4.5186,
  "e_tot_ev": -6793.476,
  "total_charge": 1,
  "multiplicity": 1,
  "relative_energy_ev": 4.613,
  "e_homo_ev": -16.13,
  "elements": ["C", "C", "C", "C", "C", "N", "H", "H", "H", "H", "H", "H", "H", "H"],
  "xyz": [[-1.180, -0.735, 0.028], [0.033, 1.396, 0.315], [1.155, -0.233, -1.026], [-0.529, 0.151, 0.936], [0.318, -0.909, -0.003], [1.169, 0.555, 0.123], [-1.900, -1.490, 0.507], [-1.560, -0.449, -0.950], [-0.589, 1.821, -0.514], [0.301, 2.170, 0.984], [2.059, -0.671, -1.097], [0.571, 0.217, -1.774], [-0.636, -0.133, 2.022], [0.788, -1.690, 0.449]],
  "mulliken_charge": [-0.613, -0.572, -0.470, 0.200, -0.007, -0.130, 0.309, 0.253, 0.280, 0.322, 0.293, 0.320, 0.368, 0.447]
}

{
  "formula": "C5H8N",
  "method": "ωB97M-V with the def2-TZVPD basis set",
  "e_lumo_ev": -3.5161,
  "e_tot_ev": -6793.003,
  "total_charge": 1,
  "multiplicity": 1,
  "relative_energy_ev": 5.086,
  "e_homo_ev": -13.54,
  "elements": ["C", "C", "C", "C", "C", "N", "H", "H", "H", "H", "H", "H", "H", "H"],
  "xyz": [[0.026, -1.091, 0.330], [1.031, -0.453, 0.007], [-1.356, -1.312, 0.012], [-0.890, -0.060, -0.707], [2.341, 0.099, -0.129], [-1.316, 1.165, 0.080], [-1.525, -2.173, -0.625], [-2.073, -1.246, 0.824], [2.400, 1.121, 0.244], [2.641, 0.075, -1.177], [3.035, -0.523, 0.440], [-0.747, 1.967, -0.218], [-1.279, 1.076, 1.109], [-2.290, 1.357, -0.190]],
  "mulliken_charge": [-0.122, 0.733, -0.387, -0.434, -1.076, -0.313, 0.255, 0.265, 0.319, 0.324, 0.320, 0.365, 0.374, 0.377]
}